1.
The following is a quantum chemistry calculation of C32H59Br15HgN3O3 as an isolated structure, from the Open Molecules 2025 dataset.

Highest occupied orbital energy ... -3.4241 eV
Total charge ... -1
E_LUMO ... 1.3 eV

Each line ends with the Mulliken charge.
Atoms and positions in Å:
Hg -4.46339 -1.72835 1.98166  3.0530
C -2.03464 -4.00039 4.97448  -1.9508
C -3.17387 -3.88380 3.94861  3.0316
C -4.06800 -5.10508 3.99333  -0.7206
C -4.88179 -5.17669 5.28315  -0.8560
C -5.83977 -3.98806 5.28713  -1.3456
C -5.06743 -2.63032 5.15779  1.6237
N -4.00274 -2.65546 4.13508  1.5498
O -3.25152 -1.47020 4.17811  -0.6971
C -4.52205 -2.31501 6.55655  -1.8921
C -6.16120 -1.65074 4.78450  -1.8720
C -2.61175 -3.80456 2.52688  -2.7590
H -2.14093 -4.82593 5.68464  0.3479
H -1.88115 -3.07902 5.53252  0.3934
H -1.09647 -4.22610 4.45874  0.4487
H -3.47247 -6.03271 3.96345  0.3623
H -4.68951 -5.22678 3.10141  -0.8290
H -4.26493 -5.13914 6.18333  0.3460
H -5.32729 -6.17899 5.27885  0.5348
H -6.28832 -4.01057 6.28536  0.5823
H -6.63817 -4.11831 4.56131  0.1081
H -3.62704 -2.91344 6.73741  0.4131
H -5.19962 -2.56154 7.37681  0.3780
H -4.23756 -1.26791 6.65357  0.3070
H -5.78573 -0.64588 4.56193  0.0993
H -6.85956 -1.48624 5.61348  0.4406
H -6.76564 -1.93775 3.92283  0.1935
H -1.84844 -4.57221 2.33542  0.5613
H -2.09197 -2.88578 2.23800  0.3123
H -3.43185 -4.07105 1.84592  -0.0866
C -1.87863 1.43442 -0.77388  -1.0331
C -1.71724 1.63183 0.73676  1.6820
C -1.47356 3.09275 1.07651  -1.2040
C -2.73213 3.95713 1.01058  -0.7791
C -3.85699 3.31446 1.82334  -1.5411
C -4.08883 1.82698 1.49367  1.7966
N -2.81430 1.16474 1.54402  0.6395
O -2.78087 -0.24481 1.58146  -0.9725
C -4.89278 1.71109 0.18894  -0.8504
C -5.01244 1.37894 2.62631  -1.5096
C -0.42090 0.91674 1.14511  -2.2874
H -0.90963 1.45401 -1.29226  0.6393
H -2.56871 2.13645 -1.24462  0.2356
H -2.25533 0.42412 -0.97840  -0.4082
H -0.71490 3.54307 0.42503  0.3619
H -1.13715 3.20775 2.11189  0.4037
H -3.09964 4.07955 -0.01503  0.3585
H -2.49982 4.94354 1.42379  0.4256
H -4.77553 3.84187 1.52681  0.3415
H -3.74842 3.46031 2.89983  0.4993
H -4.83394 0.68749 -0.18442  -0.3565
H -4.57163 2.42756 -0.57193  0.4074
H -5.94335 1.92208 0.36983  0.0636
H -4.46011 1.16968 3.54548  0.4074
H -5.58440 0.49013 2.34045  -0.3417
H -5.75915 2.14106 2.86768  0.5442
H 0.42348 1.51551 0.79899  0.5281
H -0.39488 -0.10904 0.77602  0.2072
H -0.37329 0.82843 2.23274  0.4882
C -3.73658 -2.06716 -0.94460  -1.7495
C -4.96363 -2.94701 -1.09192  1.8281
C -4.44379 -4.37518 -1.26247  -0.4955
C -5.55242 -5.41960 -1.20400  -1.2104
C -6.24401 -5.31723 0.14214  -0.3338
C -6.79270 -3.90252 0.45070  1.3402
N -5.77579 -2.91648 0.12655  1.6842
O -6.16400 -1.56742 0.50862  -0.4900
C -7.11315 -3.89988 1.93784  -0.6131
C -8.09884 -3.68672 -0.32614  -1.1432
C -5.66933 -2.52853 -2.39423  -1.5977
H -3.93270 -0.99457 -0.98886  0.1064
H -3.16088 -2.18437 -1.87788  0.1228
H -3.04282 -2.27393 -0.12963  0.0826
H -3.77641 -4.67903 -0.44449  -0.0057
H -3.87889 -4.44769 -2.19267  0.2418
H -5.05141 -6.39114 -1.26707  0.5037
H -6.26840 -5.28727 -2.01913  0.2343
H -5.52289 -5.57890 0.92136  -0.2962
H -7.11721 -5.97544 0.14409  0.1286
H -7.76413 -4.74009 2.17435  0.0478
H -7.56243 -2.96338 2.26013  -0.1720
H -6.17668 -4.01117 2.48587  -0.5366
H -8.38040 -2.64154 -0.18505  -0.2454
H -8.88713 -4.33459 0.05039  0.2555
H -7.93438 -3.77090 -1.39837  0.2719
H -6.61489 -3.03096 -2.56017  0.2770
H -4.95549 -2.60216 -3.21706  -0.1220
H -5.89687 -1.45726 -2.33282  0.2661
C -0.20890 -5.89295 -0.93404  -0.4022
Br -1.35488 -5.95905 -2.47398  0.0102
Br -0.85375 -7.07919 0.45269  -0.0623
Br -0.08848 -4.06679 -0.32477  0.0174
H 0.79441 -6.21527 -1.16037  0.3931
C -9.01422 0.12511 0.38171  0.8529
Br -10.25839 -0.26705 -1.03389  -0.0875
Br -9.48402 -0.85028 1.98318  -0.0412
Br -8.95504 2.00494 0.77115  -0.1061
H -8.02894 -0.24093 0.08960  -0.8025
C -8.65730 -8.19344 1.81929  -0.3758
Br -9.96100 -6.80125 1.56400  -0.0243
Br -9.37909 -9.75180 2.71328  -0.0753
Br -7.12459 -7.54997 2.77726  0.0698
H -8.34303 -8.50551 0.83613  0.4135
C -1.08287 -0.36976 -3.72521  0.5474
Br -2.34585 -1.43922 -4.72009  0.0053
Br -0.24261 0.90527 -4.94714  -0.0729
Br 0.22497 -1.53250 -2.95442  0.0446
H -1.53760 0.26562 -2.98338  -0.4741
C -4.36305 -4.72844 -6.33149  0.2738
Br -5.32800 -5.87621 -5.11689  0.0068
Br -5.47830 -4.22954 -7.81793  -0.0350
Br -2.76604 -5.59234 -6.99598  -0.0144
H -4.10485 -3.86071 -5.74343  -0.2652



2.
The following is a quantum chemistry calculation of an isolated molecule of C23H29N3O, from the Open Molecules 2025 dataset.

Highest occupied orbital energy ... -8.1570 eV
SMILES string ... O=C(N1CCCCC1)N1CCN(C(c2ccccc2)c2ccccc2)CC1
E_LUMO ... 0.8 eV

Each line ends with the Mulliken charge.
Atoms and positions in Å:
O -1.05390 -0.60882 2.66755  -0.6621
C 0.03175 -0.35592 2.17866  -0.1795
N 0.71120 0.83762 2.43369  0.8033
C 2.01722 0.78285 3.06936  -0.8495
C 2.76885 2.08349 2.79410  -0.6507
C 1.96473 3.26502 3.32985  -0.8605
C 0.55532 3.23245 2.74478  -0.6115
C -0.09959 1.88562 3.03164  -0.6915
N 0.64683 -1.20698 1.31049  0.4908
C 0.09820 -2.54693 1.19067  -1.0134
C 0.39790 -3.13843 -0.19421  -0.8178
N 0.41682 -2.15702 -1.24724  0.2054
C -0.86886 -1.66147 -1.72283  0.1105
C -1.55904 -0.62736 -0.84986  0.3758
C -2.64469 -1.00188 -0.06794  -0.2583
C -3.31304 -0.07780 0.71389  -0.9642
C -2.90800 1.24416 0.71988  -0.3659
C -1.83000 1.63179 -0.05695  -0.9467
C -1.16320 0.70539 -0.83708  0.3490
C -0.74208 -1.18144 -3.15909  -0.0742
C 0.30271 -1.61437 -3.96555  -0.5842
C 0.39633 -1.20064 -5.28247  -0.8033
C -0.56023 -0.35568 -5.81772  -0.4138
C -1.61802 0.06157 -5.02854  -0.8673
C -1.71027 -0.35050 -3.71103  -0.2953
C 1.48098 -1.20294 -1.03582  -1.5694
C 1.75476 -0.86436 0.45544  -0.0926
H 2.58008 -0.07622 2.70565  0.3812
H 1.89480 0.66475 4.15899  0.4824
H 3.75189 2.04410 3.26643  0.3729
H 2.91018 2.19673 1.71732  0.2687
H 2.45976 4.20451 3.07691  0.3959
H 1.90618 3.19760 4.41881  0.3388
H -0.05205 4.03227 3.17071  0.3984
H 0.60671 3.37673 1.66405  0.2328
H -1.09560 1.82848 2.59312  0.1410
H -0.19556 1.73689 4.11778  0.4224
H 0.52330 -3.19265 1.97243  0.5296
H -0.97681 -2.46846 1.36503  0.4348
H -0.33670 -3.91182 -0.42848  0.4770
H 1.38858 -3.60767 -0.18649  0.3636
H -1.51845 -2.54900 -1.75154  0.6522
H -2.97951 -2.03078 -0.07728  0.4181
H -4.15040 -0.39106 1.31859  0.3912
H -3.43265 1.97012 1.32413  0.4217
H -1.51089 2.66456 -0.06361  0.3964
H -0.34747 1.03670 -1.46345  0.4078
H 1.04075 -2.28459 -3.55411  0.3927
H 1.21837 -1.54329 -5.89433  0.3984
H -0.48670 -0.03074 -6.84518  0.3914
H -2.37766 0.71023 -5.44012  0.3988
H -2.54407 -0.02348 -3.10682  0.4503
H 1.25801 -0.29943 -1.59932  0.5441
H 2.40413 -1.62952 -1.45433  0.4687
H 2.65322 -1.40745 0.78313  0.3348
H 1.93589 0.20506 0.54829  -0.0691